Entry 1:
77
Properties=species:S:1:pos:R:3:forces:R:3:lowdin_charge:R:1 method="wB97M-V/def2-TZVPD" spin_multiplicity=2 homo_lumo_gap_ev="6.9 / 6.9" charge=-1 s2=0.763
Co -0.34132 1.48526 0.52229 -0.165 0.317 0.029 0.341
C 1.48511 4.22711 -2.19379 0.040 -0.073 0.008 -0.001
C 0.56929 3.33087 -1.41893 -0.126 0.070 0.016 -0.229
N 0.98549 2.49028 -0.54195 0.133 0.180 -0.179 0.003
N 2.35027 2.35631 -0.42143 -0.125 0.175 0.101 0.016
C 2.99491 2.06793 0.74895 -0.109 -0.023 -0.141 -0.878
N 4.35331 1.98940 0.55403 0.090 0.019 0.114 0.072
S 2.28337 1.80987 2.19897 0.073 -0.136 -0.099 0.807
C -0.89685 3.34502 -1.66900 0.250 0.063 0.089 -0.225
C -1.47844 4.15419 -2.62676 -0.057 0.137 -0.162 -0.011
C -2.85230 4.07259 -2.82239 0.089 0.028 -0.014 -0.055
C -3.57989 3.19027 -2.05626 -0.031 -0.040 0.062 -0.022
C -2.91330 2.40099 -1.12201 0.000 -0.168 -0.013 -0.053
N -1.60350 2.47940 -0.94407 -0.056 -0.156 0.105 0.104
H 2.21763 4.67571 -1.52255 0.055 -0.042 0.019 0.092
H 0.93906 5.02955 -2.67796 0.034 -0.016 0.039 0.066
H 2.01298 3.66920 -2.97529 -0.007 -0.005 0.032 0.092
H 2.88985 2.42867 -1.26743 -0.002 -0.070 -0.151 0.137
H 4.77846 2.60350 -0.12438 -0.010 -0.011 -0.001 0.092
H 4.85917 1.89494 1.41985 0.036 -0.010 -0.033 0.081
H -0.88230 4.82825 -3.22316 -0.083 0.016 -0.018 0.095
H -3.33479 4.68843 -3.57038 0.012 0.011 0.002 0.105
H -4.64983 3.08769 -2.17583 0.029 -0.019 0.008 0.111
H -3.43114 1.66795 -0.51750 0.030 -0.048 0.035 0.095
C -1.68682 -5.90460 2.90747 -0.013 0.069 0.000 -0.060
C -2.01443 -4.44627 2.70627 0.037 -0.058 0.020 -0.277
C -2.77560 -4.02430 1.62552 0.041 0.000 -0.002 -0.033
C -3.04268 -2.67435 1.41831 0.040 -0.053 0.064 -0.065
C -2.53368 -1.73890 2.30096 -0.020 -0.063 0.054 -0.285
C -1.78844 -2.14273 3.40508 -0.066 -0.037 0.007 -0.076
C -1.53173 -3.48652 3.60043 0.005 -0.024 0.022 -0.053
S -2.85472 -0.00725 2.05516 -0.041 0.227 -0.096 0.569
O -3.56072 0.39223 3.25388 0.006 0.008 -0.029 -0.313
O -3.56938 0.04456 0.80070 0.097 0.055 -0.079 -0.322
N -1.45932 0.73527 1.94110 0.033 -0.015 0.728 -0.252
C -1.00830 1.47346 3.15355 -0.049 -0.209 -0.301 -0.198
C -0.83489 2.94223 2.79747 0.135 0.229 -0.253 -0.659
O -0.92330 3.82603 3.63847 0.051 -0.126 -0.046 0.017
O -0.54453 3.12873 1.54500 -0.133 -0.194 0.052 -0.135
H -2.17069 -6.52154 2.15025 0.003 0.003 0.018 0.070
H -2.01052 -6.25277 3.89113 0.000 0.009 -0.020 0.075
H -0.60930 -6.07071 2.83890 -0.011 -0.010 0.002 0.077
H -3.14330 -4.75056 0.90942 -0.013 0.002 0.019 0.114
H -3.60047 -2.34494 0.55200 -0.020 0.012 -0.015 0.112
H -1.41409 -1.39842 4.10009 0.002 -0.025 -0.029 0.119
H -0.94327 -3.80239 4.45683 -0.013 0.000 -0.029 0.110
H -0.01733 1.10874 3.45663 -0.113 -0.047 0.038 0.068
H -1.68664 1.37959 3.99388 -0.118 -0.058 -0.010 0.101
O -2.73240 -2.31079 -2.25411 0.209 -0.030 0.078 -0.022
C -1.87999 -1.50879 -1.86700 -0.313 0.396 0.106 -0.730
O -1.75331 -0.27148 -2.14198 -0.096 -0.250 -0.010 -0.120
C -0.76825 -1.95930 -0.89358 -0.045 0.140 -0.089 -0.192
P 0.20884 -0.43309 -0.66591 0.529 -0.430 -0.029 1.086
C 1.01405 -0.31367 -2.32683 0.013 0.062 0.010 -0.302
C 1.89360 -1.28778 -2.79571 -0.022 0.078 0.045 -0.099
C 2.45172 -1.20120 -4.06672 0.011 0.001 0.005 -0.089
C 2.13208 -0.14081 -4.89963 0.001 -0.029 -0.004 -0.104
C 1.21439 0.80879 -4.46876 -0.023 -0.009 0.094 -0.085
C 0.65075 0.70819 -3.20472 0.033 0.053 -0.013 -0.099
C 1.60577 -1.13184 0.38451 -0.289 0.005 0.079 -0.328
C 2.97081 -1.18188 0.12294 0.044 0.159 -0.040 -0.131
C 3.86281 -1.72783 1.04344 -0.041 0.047 -0.025 -0.102
C 3.40689 -2.22924 2.25027 -0.073 -0.008 -0.001 -0.102
C 2.04858 -2.15779 2.54520 0.055 0.040 -0.016 -0.080
C 1.16978 -1.60888 1.62803 -0.037 0.019 -0.087 -0.112
H -0.14755 -2.73375 -1.34703 0.051 -0.042 0.035 0.095
H -1.15524 -2.34413 0.04698 0.012 0.041 -0.069 0.057
H 2.14005 -2.13505 -2.17075 0.020 -0.028 0.028 0.101
H 3.13168 -1.97291 -4.40732 -0.013 -0.003 0.012 0.098
H 2.56183 -0.07654 -5.89210 0.006 0.002 0.011 0.094
H 0.90103 1.60500 -5.13409 -0.003 0.002 0.003 0.099
H -0.14593 1.37704 -2.91667 0.024 -0.033 -0.027 0.081
H 3.36805 -0.76271 -0.79319 -0.013 -0.054 -0.030 0.089
H 4.92170 -1.75203 0.81161 -0.016 0.012 -0.012 0.096
H 4.10168 -2.66110 2.96086 -0.015 0.021 0.002 0.094
H 1.67661 -2.51711 3.49786 -0.017 -0.003 -0.027 0.099
H 0.11889 -1.51724 1.88290 0.066 -0.059 0.009 0.071

Entry 2:
34
Properties=species:S:1:pos:R:3:forces:R:3:lowdin_charge:R:1 method="wB97M-V/def2-TZVPD" homo_lumo_gap_ev=9.8 charge=0 smiles="CC[C@H]1CCO1.CCC=C(C)C"
C -1.33851 -0.34778 -2.49833 -1.173 -1.770 -1.020 -0.097
C -1.35810 -1.91883 -2.23361 -0.772 -0.772 0.209 -0.186
C -0.62019 -2.80727 -3.26730 0.349 2.407 -1.690 -0.398
C 0.84793 -2.44279 -3.70325 0.132 0.546 0.666 -0.099
C 1.15733 -3.90434 -3.28378 -1.363 0.790 -0.241 -0.131
O -0.24401 -4.08805 -2.87255 0.822 -1.296 0.688 -0.108
H -1.99420 0.08772 -1.75073 -0.010 0.217 0.076 0.047
H -1.88781 -0.25968 -3.49294 1.017 0.479 1.064 0.087
H -0.36890 0.18712 -2.46377 -0.452 -0.696 -0.262 0.064
H -2.46781 -2.31258 -2.16155 2.010 0.988 -0.193 0.139
H -0.90871 -2.19758 -1.26672 -0.088 0.364 -0.123 0.102
H -1.16060 -2.87615 -4.22997 -0.482 0.133 0.461 0.138
H 0.93877 -2.10615 -4.76747 0.134 -0.608 0.952 0.114
H 1.42690 -1.76185 -3.05286 -0.584 0.067 -0.334 0.101
H 1.78135 -3.99068 -2.38267 0.178 -0.288 -0.714 0.118
H 1.39830 -4.50432 -4.15979 0.286 -0.546 0.475 0.109
C -0.39219 0.68415 4.99825 0.088 0.070 0.545 -0.134
C -0.48408 0.87251 3.49443 1.107 1.143 -0.705 -0.266
C 0.49560 1.97829 3.08125 0.321 0.306 2.180 -0.108
C 0.56706 2.56167 1.91378 1.441 1.037 -1.759 -0.392
C -0.18553 2.24358 0.66286 -1.209 -1.835 1.119 -0.064
C 1.68359 3.53653 1.63041 -0.292 1.056 0.511 -0.084
H -0.64298 1.65954 5.50859 0.572 -0.979 -0.422 0.089
H -1.12022 -0.04172 5.37164 0.167 -0.054 -0.046 0.059
H 0.64827 0.32376 5.26459 -1.199 0.590 -0.091 0.091
H -1.44756 1.21153 3.11856 -0.413 -0.224 0.416 0.098
H -0.22444 -0.00611 2.89007 -0.094 -0.167 0.471 0.111
H 1.18611 2.47098 3.86923 -1.117 -1.340 -1.030 0.135
H -0.56731 3.09829 0.13740 0.058 0.565 -0.231 0.074
H -1.06108 1.62885 0.97536 0.372 0.266 -0.618 0.076
H 0.42812 1.62651 -0.00450 -0.091 0.208 -0.018 0.085
H 1.29443 4.57564 1.49016 0.257 -0.713 -0.155 0.091
H 2.21897 3.23192 0.73443 0.052 0.101 -0.171 0.073
H 2.40148 3.58729 2.45078 -0.024 -0.043 -0.010 0.067

no.,energy (eV),F_max (eV/Å)
1,-120975.3171,0.729
2,-13808.7616,2.962